Density functional theory data (ωB97M-V/def2-TZVPD) for C7H7NO2 as an isolated structure at a distorted geometry.

Geometry as ORCA input:
```
! RIJCOSX wB97M-V def2-TZVPD def2/J DEFGRID3
* xyz 0 1
C 2.96668 0.07821 -0.21891
C 2.41833 -1.13683 0.37154
C 1.90430 0.79743 -0.55805
C 1.03915 -1.10422 0.32836
C -2.00435 -0.47975 -0.19711
C -0.47229 0.75456 -0.54611
C -3.08055 0.40835 0.38719
N 0.69914 0.12602 -0.26435
O -1.89729 -1.63714 -0.39981
O -0.65395 1.86025 -0.86719
H 4.02300 0.32738 -0.09707
H 2.86643 -1.78616 1.12146
H 1.76094 1.79356 -1.13236
H 0.38136 -1.91936 0.60396
H -2.54954 1.10004 0.96275
H -3.84234 -0.12874 0.88139
H -3.55901 0.94639 -0.37569
*
```

Electronic energy ... -12955.2384 eV
Highest occupied orbital energy ... -8.7 eV
ΔE to the lowest compared entry with this formula, charge and spin ... 227.5 kJ/mol
HOMO-LUMO gap ... 9.437 eV

Quick look at the Löwdin charges, all values in e:
1. C -0.08
2. C -0.08
3. C -0.09
4. C -0.06
5. C -0.24
6. C -0.31
7. C -0.01
8. N -0.04
9. O 0.10
10. O 0.12
11. H 0.11
12. H 0.10
13. H 0.16
14. H 0.11
15. H 0.06
16. H 0.07
17. H 0.08

---

Density functional theory data (ωB97M-V/def2-TZVPD) for the molecule C14H15N3O4.

Geometry as ORCA input:
```
! RIJCOSX wB97M-V def2-TZVPD def2/J DEFGRID3
* xyz 0 1
C -1.73578 -3.84794 0.40647
O -1.61945 -2.98539 -0.70209
C -1.91276 -1.67080 -0.52092
C -2.51847 -1.13944 0.61317
C -2.71301 0.22578 0.71431
C -2.31365 1.08688 -0.29851
C -2.29069 2.57345 -0.05671
O -1.27669 2.89613 0.88938
N -0.02014 2.43901 0.41981
C 0.33760 1.33504 0.93872
C 1.54277 0.63468 0.56768
C 2.53966 1.16299 -0.20550
C 2.50309 2.54198 -0.75044
N 3.63165 0.40820 -0.50893
C 3.82520 -0.90390 -0.11367
O 4.81144 -1.52603 -0.41542
N 2.79797 -1.40525 0.63916
C 1.63408 -0.74829 1.03227
O 0.80590 -1.33593 1.69035
C -1.74904 0.54479 -1.44763
C -1.56187 -0.81539 -1.56623
H -1.33490 -4.80568 0.07790
H -1.15213 -3.47588 1.25385
H -2.78033 -3.98038 0.70665
H -2.81768 -1.77374 1.43163
H -3.15324 0.63438 1.61268
H -2.11617 3.11739 -0.99434
H -3.20818 2.93286 0.41403
H -0.27333 0.81672 1.67804
H 1.80691 2.58007 -1.58692
H 3.48623 2.86486 -1.08481
H 2.10796 3.22556 -0.00256
H 4.37214 0.80472 -1.07399
H 2.89215 -2.36932 0.93997
H -1.43459 1.19969 -2.24781
H -1.11266 -1.24181 -2.44957
*
```

Electronic energy ... -27420.9688 eV
Structure (SMILES) ... COc1ccc(CO/N=C/c2c(C)[nH]c(=O)[nH]c2=O)cc1
Highest occupied orbital energy ... -8.4 eV
ΔE to the lowest compared entry with this formula, charge and spin ... 162.5 kJ/mol
HOMO-LUMO gap ... 8.694 eV

Quick look at the Löwdin charges, all values in e:
1. C -0.08
2. O -0.08
3. C -0.28
4. C -0.01
5. C -0.04
6. C -0.24
7. C -0.16
8. O -0.14
9. N 0.06
10. C -0.07
11. C -0.07
12. C -0.20
13. C -0.01
14. N 0.17
15. C -0.51
16. O 0.09
17. N 0.22
18. C -0.41
19. O 0.08
20. C -0.04
21. C 0.00
22. H 0.09
23. H 0.09
24. H 0.09
25. H 0.11
26. H 0.12
27. H 0.12
28. H 0.13
29. H 0.14
30. H 0.10
31. H 0.08
32. H 0.08
33. H 0.17
34. H 0.17
35. H 0.11
36. H 0.12

---

Density functional theory data (ωB97M-V/def2-TZVPD) for a 8-piece molecular cluster, C5H28N2O7 overall at a distorted geometry.

Geometry as ORCA input:
```
! RIJCOSX wB97M-V def2-TZVPD def2/J DEFGRID3
* xyz 0 1
C -1.14355 1.70656 -2.03664
C -0.38126 0.79451 -1.02327
N 0.82927 0.16647 -1.50817
C -0.13502 1.43837 0.36245
C -1.43708 1.51876 1.12155
C -1.63870 0.41255 2.15991
N -0.67656 -0.68948 2.19025
H -1.09380 1.22694 -2.99256
H -0.84659 2.74046 -2.09070
H -2.19098 1.63967 -1.71588
H -1.16239 -0.02114 -1.00043
H 0.72771 -0.14492 -2.47509
H 1.62162 0.82729 -1.47208
H 0.27203 2.49090 0.21486
H 0.57358 0.76478 0.90422
H -1.33738 2.40859 1.78815
H -2.23037 1.71047 0.40259
H -2.69796 0.01794 2.23927
H -1.63887 0.81609 3.22644
H -0.66428 -1.14701 1.27881
H -0.75315 -1.22598 3.03868
O 0.37511 -3.71820 1.64901
H 1.03532 -3.71211 2.35118
H 0.75564 -3.03540 1.04149
O -2.43922 -3.12910 -0.06836
H -2.30116 -2.17767 0.01142
H -1.94182 -3.47796 0.69128
O 3.37395 1.45024 -0.46878
H 3.08334 0.57119 -0.19609
H 3.51053 2.01992 0.28881
O 1.72139 -2.15074 -0.08795
H 1.44952 -1.37529 -0.65643
H 2.19270 -2.76490 -0.66199
O -3.61468 -0.23831 -1.34552
H -3.89717 -1.13818 -1.16044
H -4.12108 0.38883 -0.81808
O 2.84311 -0.11201 1.68896
H 1.91359 -0.35819 1.80034
H 3.44105 -0.85208 1.60948
O 2.70936 1.78879 -2.93750
H 2.36384 2.68596 -2.86893
H 3.55044 1.88340 -2.47429
*
```

Electronic energy ... -22951.7148 eV
Structure (SMILES) ... C[C@@H](N)CCCN.O.O.O.O.O.O.O
Highest occupied orbital energy ... -9.1 eV
ΔE to the lowest compared entry with this formula, charge and spin ... 95.7 kJ/mol
HOMO-LUMO gap ... 9.534 eV

Quick look at the Löwdin charges, all values in e:
1. C -0.05
2. C -0.43
3. N 0.02
4. C -0.17
5. C -0.20
6. C -0.28
7. N 0.00
8. H 0.07
9. H 0.07
10. H 0.05
11. H 0.12
12. H 0.10
13. H 0.04
14. H 0.14
15. H 0.08
16. H 0.11
17. H 0.09
18. H 0.11
19. H 0.12
20. H 0.05
21. H 0.08
22. O -0.09
23. H 0.03
24. H -0.02
25. O -0.06
26. H -0.01
27. H 0.03
28. O -0.07
29. H 0.01
30. H 0.05
31. O -0.09
32. H 0.02
33. H 0.06
34. O -0.05
35. H 0.04
36. H 0.05
37. O -0.06
38. H 0.01
39. H 0.05
40. O -0.08
41. H 0.05
42. H 0.03